No. 1
Below is a 5-piece molecular cluster, C27H48BClN3O18 overall, with properties calculated with the ωB97M-V functional and the def2-TZVPD basis.

CARTESIAN COORDINATES (ANGSTROEM)
1 C 6.09976 3.43728 1.66487
2 C 5.02954 3.65052 2.71001
3 O 3.73464 3.57870 2.08260
4 C 2.70119 3.05757 2.86688
5 N 1.88529 2.07562 2.09864
6 C 0.50386 2.05540 2.65804
7 C -0.43798 0.98352 2.07380
8 C -1.16532 0.36384 3.27724
9 O -1.96525 -0.70935 2.84009
10 C -2.90119 -1.14132 3.77815
11 O -4.09829 -0.43888 3.58079
12 C -4.86910 -0.14316 4.73652
13 C -5.17243 1.34298 4.74279
14 O -6.00535 1.64505 5.84647
15 B -1.57022 1.58302 1.09506
16 O -1.93054 2.90028 1.28514
17 O -2.16356 0.81089 0.15154
18 C 0.38564 -0.07834 1.36068
19 N 1.68624 -0.24836 2.07239
20 C 2.44120 0.85023 1.95245
21 N 3.73608 0.79862 1.63069
22 Cl 4.59863 -0.63435 1.52275
23 H 6.20682 2.38885 1.37038
24 H 7.06657 3.73495 2.07081
25 H 5.90155 4.03813 0.77849
26 H 5.09117 2.91036 3.51458
27 H 5.14388 4.63466 3.16923
28 H 1.99030 3.83620 3.14428
29 H 3.09843 2.58114 3.76434
30 H 0.60644 1.90791 3.74006
31 H 0.08388 3.04570 2.49781
32 H -0.42392 0.02204 4.01371
33 H -1.78206 1.13114 3.76582
34 H -3.03663 -2.21312 3.61177
35 H -2.54196 -0.96393 4.80251
36 H -4.32703 -0.42188 5.64553
37 H -5.80377 -0.70784 4.71113
38 H -5.62964 1.61227 3.78745
39 H -4.23543 1.90560 4.82710
40 H -6.80539 2.07823 5.54990
41 H -2.83930 3.07844 1.53820
42 H -1.55938 0.34273 -0.44617
43 H -0.11995 -1.03760 1.30127
44 H 0.61488 0.24204 0.34275
45 H 2.17681 -1.09844 1.82411
46 H 4.25489 1.66329 1.52490
47 C -1.49185 -0.98407 -6.18244
48 C -1.82233 -0.53038 -4.78130
49 C -1.60250 0.94168 -4.49436
50 O -1.34727 0.93536 -3.07366
51 C -0.83905 -0.26216 -2.76603
52 O -0.34653 -0.52880 -1.69668
53 O -0.93541 -1.11815 -3.78258
54 H -0.90061 -1.89903 -6.17170
55 H -2.40447 -1.17189 -6.74393
56 H -0.93032 -0.22204 -6.72224
57 H -2.83421 -0.82661 -4.49617
58 H -2.46053 1.57104 -4.70887
59 H -0.72098 1.33351 -5.00273
60 C -6.67133 3.48502 -6.62146
61 C -5.75650 2.63988 -7.48113
62 C -5.60928 1.18028 -7.09629
63 O -4.29103 0.86820 -7.56772
64 C -3.57371 2.02143 -7.57518
65 O -2.39651 2.08037 -7.73537
66 O -4.38180 3.07713 -7.36237
67 H -6.18468 4.43275 -6.39714
68 H -7.60304 3.69873 -7.14107
69 H -6.91034 2.99081 -5.67942
70 H -6.01905 2.71870 -8.53859
71 H -6.32699 0.51526 -7.56804
72 H -5.63482 1.04956 -6.01106
73 C 0.49467 -3.80935 -2.63512
74 C 1.37333 -4.85957 -3.27934
75 C 2.85054 -4.53344 -3.40583
76 O 3.23193 -5.27262 -4.56551
77 C 2.13122 -5.42067 -5.34820
78 O 2.14036 -5.82704 -6.46131
79 O 1.02543 -5.03017 -4.66897
80 H -0.40684 -3.67442 -3.22850
81 H 0.19743 -4.10469 -1.62963
82 H 0.99591 -2.84372 -2.56888
83 H 1.25146 -5.83533 -2.80097
84 H 3.45736 -4.84824 -2.56075
85 H 3.00297 -3.46817 -3.60187
86 C 4.64028 -3.89364 5.79915
87 C 5.10884 -2.55732 5.26714
88 C 5.80517 -1.63209 6.24834
89 O 5.48804 -0.33327 5.71760
90 C 4.33662 -0.43851 5.03907
91 O 3.70853 0.49360 4.62321
92 O 3.98248 -1.72247 4.87886
93 H 3.62648 -4.08997 5.45395
94 H 5.28079 -4.69753 5.44255
95 H 4.63862 -3.91514 6.88866
96 H 5.72440 -2.67671 4.37197
97 H 6.88333 -1.74788 6.29689
98 H 5.37189 -1.70883 7.24743

Force components x, y, z for each atom (eV/Å):
C 0.149 -0.045 0.038
C -0.068 0.236 0.201
O 0.117 -0.497 -0.188
C -0.048 0.348 -0.363
N -0.158 -0.519 0.669
C -0.072 0.147 -0.047
C 0.252 0.047 -0.197
C -0.124 0.228 0.021
O 0.202 -0.188 0.029
C -0.102 0.043 0.083
O 0.074 0.131 -0.018
C 0.023 -0.091 -0.042
C 0.043 0.050 -0.058
O 0.117 -0.052 0.099
B 0.058 -0.130 -0.072
O -0.056 -0.235 0.829
O 0.055 0.571 -0.285
C 0.034 0.174 0.073
N 0.105 0.004 -0.747
C 0.184 0.216 0.160
N -0.016 0.103 0.142
Cl -0.009 -0.002 0.006
H -0.102 0.018 -0.057
H -0.001 0.028 -0.008
H -0.012 0.004 0.015
H 0.009 -0.055 -0.054
H -0.057 0.024 -0.029
H 0.093 0.087 -0.007
H -0.041 -0.096 0.049
H -0.034 -0.036 -0.010
H 0.057 0.021 -0.027
H -0.015 -0.103 -0.034
H 0.013 0.003 -0.022
H -0.079 0.035 -0.042
H 0.056 -0.095 -0.032
H -0.069 0.037 0.038
H 0.020 -0.023 0.025
H -0.053 -0.010 0.017
H -0.013 -0.008 0.010
H -0.093 0.050 -0.062
H -0.170 0.094 -0.473
H -0.010 -0.446 0.218
H -0.034 0.013 0.171
H -0.068 -0.117 -0.030
H -0.005 -0.018 0.089
H -0.014 -0.009 0.026
C 0.141 0.004 -0.183
C 0.002 0.125 -0.111
C -0.161 -0.005 -0.037
O 0.057 0.017 -0.008
C 0.151 -0.054 0.004
O -0.223 0.090 -0.030
O -0.051 0.013 -0.004
H -0.075 -0.044 0.098
H 0.004 0.007 -0.006
H 0.035 -0.020 0.009
H 0.018 -0.028 0.047
H -0.008 0.024 0.094
H -0.013 -0.016 -0.040
C 0.003 -0.017 0.048
C -0.010 -0.054 -0.035
C -0.072 -0.038 -0.052
O 0.043 0.052 0.123
C -0.031 -0.008 -0.046
O 0.029 -0.073 0.131
O 0.025 0.011 -0.022
H -0.024 0.019 -0.041
H -0.013 -0.023 0.011
H 0.053 0.031 0.029
H 0.012 0.050 0.001
H 0.028 -0.003 -0.041
H -0.036 0.003 -0.001
C 0.067 0.025 0.063
C 0.029 -0.040 -0.003
C -0.028 0.032 0.028
O 0.016 0.016 -0.046
C -0.007 0.005 -0.022
O 0.006 0.017 0.027
O 0.015 -0.030 -0.014
H -0.020 -0.028 0.036
H 0.022 -0.012 0.001
H -0.038 0.019 -0.070
H -0.053 0.007 -0.006
H -0.002 -0.055 -0.017
H 0.004 0.007 0.045
C -0.017 0.007 0.057
C 0.060 0.035 0.015
C -0.022 -0.047 0.022
O -0.004 0.029 0.042
C -0.084 0.087 -0.030
O 0.035 -0.022 -0.055
O 0.032 -0.036 -0.030
H 0.020 -0.023 -0.040
H 0.018 0.001 0.023
H -0.064 0.021 -0.001
H -0.044 -0.025 -0.028
H 0.010 0.032 -0.055
H 0.031 -0.024 0.011

Output
Total charge: +1
HOMO level, eV: -11.844
Kohn-Sham gap, eV: 9.58
Largest force on an atom, eV/A: 0.863

---

No. 2
Below is C27H48Cl3N2O10Zr as an isolated structure, with properties calculated with the ωB97M-V functional and the def2-TZVPD basis.

CARTESIAN COORDINATES (ANGSTROEM)
1 Zr 1.19031 0.17538 -1.65564
2 C -2.66679 -0.58025 0.80047
3 C -2.73887 0.79398 0.14259
4 C -3.94642 1.45938 0.91298
5 C -4.02640 2.93293 0.59594
6 C -2.73333 3.60065 0.97513
7 C -1.55916 3.13311 0.12619
8 N -1.48759 1.61276 0.33079
9 O -0.37635 1.05725 -0.32653
10 C -0.33090 3.83617 0.76907
11 C -1.68547 3.55674 -1.30102
12 C -3.20379 0.57745 -1.31500
13 H -3.64219 -1.06135 0.72812
14 H -2.25318 -0.56957 1.80889
15 H -1.84117 -1.12600 0.34372
16 H -3.84787 1.29074 1.98534
17 H -4.84173 0.98320 0.51329
18 H -4.84769 3.37516 1.15988
19 H -4.33725 3.14854 -0.42630
20 H -2.56658 3.35387 2.02365
21 H -2.87717 4.67391 0.85047
22 H 0.56475 3.82129 0.14802
23 H -0.19741 3.43014 1.77178
24 H -0.59457 4.88583 0.89861
25 H -1.25049 4.54919 -1.41904
26 H -2.69223 3.64099 -1.71020
27 H -1.12656 2.92849 -1.99459
28 H -2.51973 0.02803 -1.96177
29 H -3.24654 1.52847 -1.84588
30 H -4.14564 0.03030 -1.27446
31 C 3.39784 -1.22371 2.13202
32 C 3.90900 0.21927 2.05604
33 C 5.43472 0.02010 2.57357
34 C 6.41018 1.17589 2.31599
35 C 6.37555 1.36886 0.81967
36 C 4.96429 1.70468 0.17024
37 N 3.96732 0.69455 0.61222
38 O 2.71959 0.80595 -0.03595
39 C 5.24834 1.64112 -1.31148
40 C 4.65409 3.23455 0.46969
41 C 3.21699 1.23576 2.98764
42 H 4.06388 -2.02069 1.80138
43 H 2.42946 -1.35056 1.64801
44 H 3.15016 -1.43685 3.17189
45 H 5.93134 -0.82141 2.09052
46 H 5.29883 -0.26651 3.61640
47 H 7.43383 1.01221 2.65280
48 H 6.05991 2.13511 2.69719
49 H 6.75752 0.53649 0.22860
50 H 7.09902 2.15636 0.60863
51 H 6.01473 2.35829 -1.60545
52 H 4.39353 1.76791 -1.97580
53 H 5.49574 0.64366 -1.67474
54 H 5.22490 3.96463 -0.10411
55 H 4.75343 3.51460 1.51841
56 H 3.60409 3.46910 0.29480
57 H 3.92903 1.77677 3.61086
58 H 2.68234 0.72930 3.79122
59 H 2.53086 1.88087 2.43886
60 C 0.21531 -3.90326 -1.30606
61 C 0.47392 -2.46119 -1.44217
62 O -0.15164 -1.62322 -2.09122
63 O 1.31746 -1.82072 -0.76419
64 H -0.85180 -4.11428 -1.37559
65 H 0.69703 -4.38570 -0.45558
66 H 0.58959 -4.38457 -2.20958
67 C -1.32280 -7.03099 -0.23820
68 Cl 0.44240 -7.23668 -0.31018
69 Cl -2.06070 -8.26332 0.84563
70 Cl -1.96695 -7.15712 -1.91990
71 H -1.61344 -6.07056 0.18749
72 C -4.26564 -4.97147 3.73738
73 C -5.40496 -4.33883 3.01467
74 O -4.77100 -3.79948 1.84570
75 C -3.50535 -4.17016 1.80150
76 O -2.75370 -3.99849 0.80134
77 O -3.10799 -4.64505 2.92112
78 H -4.45294 -6.02090 3.96477
79 H -4.13740 -4.36994 4.63728
80 H -5.86276 -3.56434 3.63004
81 H -6.15394 -5.11608 2.86296
82 C -1.75345 0.73055 -6.63498
83 C -2.64948 1.71939 -5.91530
84 O -2.02337 1.86980 -4.64274
85 C -1.01850 0.97387 -4.48270
86 O -0.33490 0.90501 -3.43777
87 O -0.95381 0.17335 -5.56458
88 H -1.17783 1.27235 -7.38546
89 H -2.36189 -0.05755 -7.07860
90 H -3.60016 1.19355 -5.82691
91 H -2.80149 2.67275 -6.42136

Force components x, y, z for each atom (eV/Å):
Zr -3.303 0.634 7.244
C 2.039 0.040 -0.192
C -0.929 0.086 0.464
C 0.838 0.434 -1.438
C -0.884 0.218 0.479
C -0.784 -0.065 -0.374
C 0.530 -0.795 1.184
N -0.087 0.065 -0.137
O 2.472 -1.277 -2.551
C -0.521 -0.455 -0.183
C 0.170 0.610 -1.345
C 0.797 0.525 -0.213
H 0.345 -0.257 0.036
H -0.715 0.510 0.451
H -0.485 -0.626 -0.670
H -0.014 -0.004 -0.025
H -0.026 -0.288 0.397
H -0.017 0.077 0.315
H 0.313 -0.292 -0.283
H 0.330 0.261 0.092
H 0.398 0.129 0.147
H 0.113 -0.383 0.190
H 0.437 -0.127 -0.146
H -0.045 0.065 -0.096
H -0.002 0.161 0.058
H -0.137 -0.208 0.267
H 0.085 -0.235 0.169
H 0.309 -0.513 0.492
H -0.746 0.110 0.147
H -0.055 0.259 -0.319
C -1.555 0.236 0.354
C 2.430 0.050 -0.714
C -0.429 0.534 -0.083
C -1.508 -0.005 -0.577
C -0.092 0.224 -0.900
C 1.021 1.399 0.950
N 0.606 -0.606 -0.311
O -1.557 -0.520 -2.405
C -0.710 -0.963 -1.261
C -1.050 -0.560 0.679
C -0.130 -0.716 0.411
H 0.192 0.448 -0.281
H 0.027 0.098 -0.377
H 0.270 0.004 0.225
H -0.500 -0.301 -0.184
H 0.177 0.181 0.181
H -0.160 -0.216 0.158
H 0.030 -0.056 0.613
H 0.035 -0.525 0.430
H -0.347 0.459 -0.433
H -0.037 -0.146 0.061
H -0.563 0.938 0.259
H 0.803 -0.291 0.549
H 0.279 -0.420 -0.163
H 0.361 -0.286 0.169
H -0.201 -0.208 -0.390
H 0.267 0.550 -0.645
H -0.520 -0.302 -0.292
H 0.108 0.062 0.152
C -0.093 -0.530 -0.838
C 0.038 0.767 1.834
O -2.908 1.408 -4.226
O 3.938 0.238 2.103
H -0.093 0.256 0.401
H -0.125 0.444 -0.016
H 0.303 -0.073 -0.126
C -0.300 -0.615 -0.218
Cl -0.447 0.138 0.241
Cl 0.297 0.440 -0.557
Cl 0.108 0.118 0.872
H 0.281 0.006 -0.259
C 0.758 1.301 1.482
C -0.494 -0.062 0.142
O -1.758 -0.016 -0.630
C 2.577 1.591 -4.911
O -2.469 -0.597 3.095
O 0.458 -2.280 2.165
H 0.823 -0.008 -0.312
H 0.356 -0.705 0.366
H 0.051 0.275 -0.485
H -0.165 0.368 -1.022
C -0.315 0.458 -0.283
C -0.705 -0.994 -0.278
O 1.365 -0.203 1.041
C -0.719 0.145 0.405
O -0.466 -0.063 -2.298
O 0.914 0.608 0.900
H 0.614 -0.596 0.129
H 0.488 -0.065 -0.019
H -0.273 0.565 0.664
H 0.287 -0.036 0.305

Output
Total charge: +1
HOMO level, eV: -9.457
Kohn-Sham gap, eV: 5.03
Largest force on an atom, eV/A: 7.987
Energy relative to the best compared isomer or geometry (same formula, charge and spin), kJ/mol: 433.81